C72H181N11O24 | ωB97M-V/def2-TZVPD

The LUMO energy comes out at 0.00244 Eh. Its net charge is 0. The calculation puts the strongest force on any atom at 0.06245 Eh/bohr. As for the relative energy (zero: lowest compared OMol25 entry of this formula, charge and spin): 1.604 eV. The HOMO-LUMO gap comes out at 8.322 eV.

Geometry as XYZ:
```
288
Properties=species:S:1:pos:R:3:mulliken_charge:R:1
O -1.288 2.721 4.236 -0.18
O -0.544 -0.386 -8.555 -0.30
O -7.221 1.475 0.208 -0.33
O 0.952 0.248 -0.952 -0.25
O 2.413 6.572 0.108 -0.29
O 1.162 1.264 9.124 -0.55
O -1.575 -3.039 4.937 -0.24
O 3.625 8.829 2.693 -0.27
O 3.997 0.820 2.609 -0.12
O 9.258 0.770 5.791 -0.24
O 10.291 -3.433 -4.571 -0.46
O -10.711 -3.490 5.089 -0.32
O -4.951 -12.431 -1.704 -0.34
O 10.551 3.977 2.525 -0.31
O -0.586 3.414 -7.674 -0.34
O 3.388 -4.041 -3.595 -0.14
O -5.928 5.668 -4.396 -0.33
O -12.338 -1.669 -0.164 -0.35
O -3.499 -7.481 -1.427 -0.31
O 5.186 -0.726 -6.030 -0.05
O 4.673 -6.275 5.443 -0.57
O -8.756 10.591 -4.236 -0.33
O 7.702 0.355 -2.822 -0.11
O -6.308 -2.736 1.650 -0.17
N 0.416 0.350 2.237 0.16
N -8.094 -4.358 3.374 -0.25
N -4.726 -9.701 -3.011 -0.42
N -6.733 8.619 -3.826 -0.20
N -9.116 -0.688 1.471 0.01
N 4.894 7.315 0.656 -0.43
N 7.590 -2.432 -5.917 0.12
N -1.453 0.287 6.018 0.03
N 5.535 -1.912 -2.692 0.47
N -0.295 1.996 -10.103 -0.37
N 10.746 1.164 3.563 -0.32
C -4.026 -7.343 -2.743 -0.54
C -5.255 -8.296 -2.935 -0.68
C 0.530 -1.086 -8.014 -0.76
C -8.603 1.612 0.497 -0.47
C 10.169 -0.239 5.466 -0.61
C -6.401 9.993 -4.174 -0.66
C -5.545 7.853 -3.464 -0.60
C 5.736 7.996 1.662 -0.76
C -2.003 -0.995 6.264 -0.72
C 4.392 0.465 -5.883 -0.90
C -1.044 3.261 -10.027 -0.94
C 10.411 -0.127 3.965 -0.64
C -1.249 0.939 -10.432 -0.42
C -13.720 -1.495 0.113 -0.64
C -6.344 1.847 1.261 -0.70
C 6.399 0.346 -2.199 -0.54
C -6.609 -4.368 3.404 -0.87
C 2.912 9.191 3.861 -0.76
C 2.719 -5.003 -4.419 -0.82
C 1.846 0.084 1.992 -0.63
C 8.865 -1.741 -5.765 -0.46
C -0.247 0.551 -0.214 -0.62
C -9.808 11.319 -4.871 -0.70
C -2.335 -6.696 -1.248 -0.73
C 8.097 1.637 -3.290 -0.85
C 1.236 0.537 11.298 -1.45
C -0.525 3.936 3.949 -0.88
C -6.061 -2.472 0.268 -1.00
C 5.276 -5.024 5.586 0.76
C -1.959 2.677 5.551 -0.76
C -10.073 -1.153 0.413 -0.41
C 9.583 -4.649 -4.865 -0.62
C 1.718 0.254 9.886 0.73
C 3.243 0.370 9.812 -1.34
C -0.604 -4.001 4.476 -0.74
C -8.629 -4.835 4.618 -0.53
C -10.180 -4.755 4.651 -0.70
C -1.605 3.508 -8.581 -0.40
C 4.548 5.919 1.033 -0.40
C 5.148 -4.314 4.179 -1.32
C -11.498 -1.235 0.915 -0.30
C 11.153 2.857 1.891 -0.73
C -6.062 -12.887 -0.961 -0.69
C -2.470 1.316 5.997 -0.76
C -0.586 -0.407 -9.954 -0.77
C -9.107 0.728 1.696 -0.98
C 1.346 6.214 -0.750 -0.75
C -7.502 10.698 -4.948 -0.60
C 4.599 -4.294 6.756 -1.28
C 10.541 1.535 2.135 -0.43
C 3.438 5.571 0.024 -0.72
C 10.824 5.321 2.021 -0.74
C -5.793 6.405 -3.196 -0.69
C 5.047 -3.189 -2.192 -0.85
C -6.020 -4.134 2.011 -0.63
C 2.713 0.615 3.148 -0.37
C 5.986 -1.007 -1.633 -0.83
C -12.111 -3.472 5.201 -0.69
C 4.738 -4.281 -3.256 -0.62
C 8.875 0.815 7.119 -0.86
C -6.316 4.333 -4.172 -0.72
C -5.274 -12.085 -3.037 -0.68
C 0.902 -0.946 -1.690 -0.63
C 4.928 8.298 2.956 -0.53
C 4.820 1.514 3.522 -0.83
C -0.353 -0.275 1.123 -0.65
C 6.135 -0.663 -7.029 -0.58
C 6.886 -2.060 -7.104 -0.98
C -0.939 -2.083 5.789 -0.16
C -5.817 -10.663 -3.165 -0.47
C -1.001 3.194 -6.289 -0.68
C 9.550 -2.248 -4.453 -0.36
H -7.277 4.315 -3.657 0.31
H -2.214 -1.095 7.329 0.37
H -3.207 -7.440 -3.455 0.36
H -0.077 -1.319 0.980 0.32
H -4.993 5.952 -2.611 0.45
H -6.479 -1.558 -0.155 0.30
H -10.153 10.702 -5.700 0.27
H -0.501 -2.516 6.688 0.28
H -0.173 -1.698 5.116 0.12
H -13.954 -0.449 0.313 0.27
H 5.573 9.019 3.458 0.41
H 4.875 1.237 -5.285 0.20
H 0.164 1.758 -9.235 0.29
H -0.293 1.607 0.054 0.29
H -9.231 1.374 -0.362 0.33
H 5.618 -0.425 -7.959 0.47
H 4.560 2.572 3.556 0.28
H 0.903 -1.769 -0.976 0.28
H -12.426 -2.492 5.558 0.24
H -5.593 3.809 -3.548 0.28
H 11.362 3.056 0.840 0.51
H -2.381 2.754 -8.448 0.31
H -5.497 10.023 -4.783 0.34
H -0.252 4.112 2.908 0.17
H -6.298 -5.369 3.704 0.44
H 3.762 -0.375 10.415 0.36
H -6.603 -13.646 -1.526 0.33
H -8.401 -5.895 4.731 0.40
H -4.504 -6.374 -2.886 0.38
H -9.412 12.260 -5.254 0.31
H -1.491 -7.093 -1.812 0.30
H 5.859 1.459 3.195 0.27
H -6.689 -12.080 -0.584 0.26
H 0.014 -3.553 3.698 0.24
H 5.784 -3.641 -1.528 0.49
H 12.148 2.928 2.332 0.31
H -1.840 3.365 -10.764 0.40
H 4.809 7.387 3.543 0.38
H 9.700 0.915 7.824 0.33
H -9.719 -2.123 0.064 0.40
H -5.920 -8.265 -2.072 0.37
H 6.110 8.903 1.188 0.39
H -7.255 8.186 -4.575 0.19
H 7.058 -2.101 -5.125 -0.13
H 2.877 -6.021 -4.061 0.31
H -0.322 4.025 -10.312 0.36
H -8.276 -3.393 3.137 0.17
H 5.582 0.716 -2.819 0.20
H 4.126 -4.292 3.802 0.28
H -10.568 -4.901 3.643 0.35
H 3.074 -4.951 -5.449 0.28
H -6.245 10.544 -3.246 0.29
H 0.595 -2.137 -8.296 0.35
H 0.258 1.343 2.150 -0.06
H 5.148 -0.770 -0.976 0.23
H 7.496 -2.110 -8.007 0.43
H 8.370 -0.107 7.408 0.31
H 0.342 3.926 4.609 0.35
H 3.540 1.324 10.247 0.34
H 8.802 -2.367 -3.669 0.23
H -4.414 -12.151 -3.703 0.34
H 8.127 1.547 7.425 0.27
H 3.976 7.723 0.555 0.38
H 6.851 0.150 -6.907 0.32
H 7.325 1.981 -3.980 0.28
H -2.939 -1.078 5.713 0.32
H -6.311 -10.582 -4.133 0.37
H 10.267 -5.497 -4.841 0.26
H 4.867 -1.538 -3.351 -0.14
H -3.297 1.104 5.319 0.42
H 0.562 0.834 8.510 0.24
H 4.510 -6.693 6.292 0.30
H 2.189 0.463 1.030 0.30
H 3.602 -4.701 6.924 0.34
H -10.580 11.549 -4.137 0.23
H 4.844 -5.297 -2.876 0.47
H -1.452 0.849 -11.499 0.37
H -5.019 -2.562 -0.038 0.37
H -1.086 0.300 5.077 -0.01
H 1.805 -1.060 -2.289 0.11
H 5.552 -3.302 4.158 0.36
H -6.318 -3.725 4.234 0.45
H 0.841 5.288 -0.477 0.19
H -6.535 3.873 -5.136 0.28
H -13.877 -2.076 1.022 0.25
H -5.869 -12.887 -3.475 0.44
H -1.379 -0.238 1.489 0.37
H 1.600 6.131 -1.807 0.34
H 0.005 -1.063 -2.298 0.33
H 2.804 8.278 4.447 0.31
H -1.054 -4.841 3.946 0.29
H -6.462 -4.913 1.389 0.32
H 5.358 5.201 0.910 0.38
H -1.269 -1.225 -10.183 0.42
H -2.242 1.051 -9.997 0.27
H -4.745 7.893 -4.203 0.36
H 6.804 -1.450 -1.066 0.35
H -8.740 2.676 0.690 0.40
H -1.378 4.164 -5.963 0.31
H -1.742 2.395 -6.311 0.30
H 3.477 0.247 -5.332 0.21
H 3.005 4.577 0.138 0.47
H 2.715 -0.091 3.979 0.30
H 8.186 2.312 -2.439 0.32
H -6.547 -10.479 -2.376 0.29
H -5.807 -7.950 -3.809 0.40
H -4.937 -4.235 1.939 0.42
H 11.894 5.524 2.059 0.30
H 11.156 0.857 1.544 0.30
H 8.596 -0.702 -5.573 0.24
H 9.044 1.576 -3.826 0.25
H -6.324 1.113 2.067 0.28
H -2.578 -5.669 -1.522 0.30
H -6.561 -3.233 -0.331 0.37
H -12.474 -4.258 5.863 0.31
H 1.903 9.559 3.673 0.25
H 4.533 -3.226 6.550 0.28
H 9.487 1.498 1.861 0.30
H 5.750 -4.814 3.420 0.36
H -1.106 4.792 4.291 0.42
H -2.120 -6.803 -0.184 0.23
H -10.098 -0.433 -0.405 0.09
H -5.563 -13.367 -0.118 0.23
H -0.164 2.896 -5.659 0.20
H 6.585 7.350 1.888 0.33
H -8.207 -1.040 1.210 -0.02
H 1.459 -0.647 -8.378 0.33
H 1.988 -0.991 1.882 0.18
H 3.940 5.570 -0.943 0.30
H -10.091 1.083 2.002 0.36
H 4.217 -3.035 -1.502 0.31
H -0.068 -4.457 5.308 0.30
H 3.424 9.963 4.435 0.30
H -6.471 2.882 1.577 0.35
H 6.162 -2.856 -7.277 0.36
H 4.147 5.901 2.047 0.22
H 1.657 -4.760 -4.406 0.21
H 9.516 -0.430 3.421 0.29
H 2.273 1.560 3.466 0.25
H -10.628 -5.541 5.258 0.46
H 1.695 -0.080 12.070 0.37
H 11.079 -0.122 6.056 0.38
H -11.578 -1.953 1.731 0.19
H -8.252 -4.229 5.442 0.31
H -5.325 1.734 0.890 0.21
H -14.277 -1.841 -0.757 0.24
H 1.398 1.572 11.599 0.35
H -1.143 0.485 -0.831 0.41
H 0.176 0.397 11.512 0.34
H 9.708 -1.195 5.716 0.43
H -7.567 10.313 -5.965 0.37
H -6.722 6.346 -2.628 0.38
H -2.004 4.508 -8.409 0.47
H 1.400 -0.760 9.643 0.29
H 0.328 -0.552 -10.530 0.37
H -1.234 3.026 6.286 0.38
H 10.402 1.866 4.204 0.28
H 3.995 0.800 -6.842 0.44
H 0.332 -1.086 -6.942 0.23
H 8.990 -4.816 -3.966 0.24
H 4.794 1.225 4.573 0.29
H 3.663 0.477 8.812 0.29
H 5.126 -4.407 7.703 0.35
H -7.258 11.753 -5.073 0.46
H 0.532 6.939 -0.759 0.29
H 10.278 5.443 1.086 0.30
H -8.463 0.875 2.563 0.47
H -4.347 -9.897 -2.096 0.28
H 10.402 6.073 2.689 0.23
H 11.220 -0.760 3.599 0.32
H 6.387 1.051 -1.368 0.48
H -5.230 8.275 -2.509 0.34
H -2.874 1.505 6.991 0.38
H 5.431 -4.143 -4.086 0.26
H -11.718 -0.241 1.304 0.33
H 10.297 -1.515 -4.149 0.30
H -12.479 -3.629 4.187 0.26
H -2.766 3.390 5.715 0.41
H 6.340 -5.079 5.813 0.14
H 9.469 -1.867 -6.664 0.44
H 9.085 -4.768 -5.827 0.24
```